Record 1
ORCA calculation (wB97M-V/def2-TZVPD) on a structure of composition C33H57ClLuN2O2Si.

Positions of all 97 atoms, in Å:
O1 0.909 -2.292 -0.595
O2 -2.497 -2.307 -5.267
C1 2.213 -2.730 -1.292
C2 3.058 -3.523 -0.313
H1 2.799 -1.832 -1.633
H2 1.848 -3.290 -2.184
H3 3.279 -2.943 0.592
H4 3.981 -3.831 -0.815
H5 2.490 -4.401 -0.005
C3 -0.269 -3.322 -0.798
C4 -0.190 -4.285 -2.002
H6 -1.161 -2.668 -0.897
H7 -0.354 -3.887 0.152
H8 -0.460 -3.832 -2.968
H9 -0.915 -5.110 -1.946
H10 0.784 -4.784 -2.130
C5 -3.040 -1.980 -3.962
C6 -1.438 -1.394 -5.626
C7 -3.848 -3.160 -3.454
H11 -3.662 -1.080 -4.039
H12 -2.261 -1.733 -3.222
H13 -4.376 -3.650 -4.277
H14 -4.583 -2.853 -2.706
H15 -3.223 -3.939 -2.992
C8 -0.770 -1.930 -6.884
H16 -0.697 -1.261 -4.800
H17 -1.854 -0.379 -5.770
H18 -0.280 -2.891 -6.694
H19 -0.018 -1.258 -7.281
H20 -1.527 -2.117 -7.646
H21 0.637 -0.875 -1.487
N1 1.660 1.141 2.169
C9 1.531 2.390 2.655
C10 0.347 3.121 2.504
C11 -0.942 2.650 2.231
C12 2.703 3.043 3.340
H22 3.624 3.026 2.726
H23 2.908 2.580 4.323
H24 2.467 4.098 3.539
C13 -2.100 3.633 2.375
H25 -2.642 3.500 3.332
H26 -2.815 3.553 1.538
H27 -1.689 4.651 2.354
N2 -1.209 1.352 1.993
C14 2.854 0.368 2.494
C15 3.917 0.282 1.569
C16 3.903 1.058 0.297
C17 5.000 -0.541 1.856
H28 5.801 -0.640 1.130
C18 5.075 -1.273 3.047
H29 5.936 -1.919 3.242
C19 4.048 -1.123 3.975
H30 4.117 -1.673 4.909
C20 2.943 -0.322 3.724
C21 1.849 -0.215 4.737
C22 -2.501 0.873 2.369
C23 -3.472 0.627 1.381
C24 -3.142 0.832 -0.076
C25 -4.763 0.238 1.770
H31 -5.520 0.059 1.004
C26 -5.114 0.054 3.113
H32 -6.135 -0.246 3.404
C27 -4.130 0.301 4.079
H33 -4.381 0.165 5.135
C28 -2.832 0.693 3.734
C29 -1.819 0.963 4.812
Lu1 0.258 -0.016 0.837
H34 3.342 0.541 -0.498
H35 4.917 1.172 -0.116
H36 3.478 2.062 0.411
H37 1.516 0.813 4.910
H38 2.162 -0.634 5.702
H39 0.971 -0.784 4.420
H40 -4.093 0.894 -0.666
H41 -2.567 -0.061 -0.473
H42 -2.545 1.775 -0.238
H43 -0.911 0.368 4.656
H44 -2.225 0.689 5.798
H45 -1.514 2.020 4.823
H46 0.422 4.171 2.719
C30 0.656 0.230 -1.713
Si1 0.392 2.154 -2.155
H47 1.682 0.089 -2.167
H48 -0.203 -0.088 -2.349
C31 1.580 2.378 -3.596
C32 0.862 3.452 -0.899
C33 -1.306 2.517 -2.846
H49 -1.846 1.622 -3.187
H50 -1.194 3.170 -3.727
H51 -1.971 3.046 -2.151
H52 2.567 1.981 -3.317
H53 1.699 3.440 -3.849
H54 1.248 1.838 -4.496
H55 1.694 3.151 -0.257
H56 0.037 3.767 -0.247
H57 1.192 4.348 -1.440
Cl1 -0.355 -1.868 2.264

The HOMO energy is -0.3944 Ha. For the lowest unoccupied orbital energy, the calculation gives -2.4356 eV. As for the orbital gap: 8.30 eV. Its total charge is +1.

Löwdin population analysis, charges in e, atoms 1 to 4:
1 O -0.3986
2 O -0.1574
3 C -0.1994
4 C -0.0562


Record 2
ORCA calculation (wB97M-V/def2-TZVPD) on a structure of composition C33H57FFeN2O2Si.

Positions of all 97 atoms, in Å:
O1 0.023 2.766 1.978
O2 1.331 4.311 -0.181
C1 -0.709 2.838 3.207
C2 -0.503 1.670 4.165
H1 -1.757 2.933 2.891
H2 -0.427 3.762 3.740
H3 -0.595 0.686 3.690
H4 -1.260 1.745 4.951
H5 0.474 1.739 4.668
C3 1.427 2.455 2.137
C4 2.193 3.560 2.810
H6 1.799 2.289 1.114
H7 1.530 1.498 2.668
H8 2.114 4.468 2.201
H9 3.256 3.299 2.903
H10 1.778 3.736 3.803
C5 2.276 3.929 -1.167
C6 0.122 4.922 -0.621
C7 3.640 4.146 -0.543
H11 2.161 4.538 -2.083
H12 2.143 2.860 -1.436
H13 3.772 5.225 -0.366
H14 4.427 3.801 -1.216
H15 3.752 3.627 0.416
C8 0.284 6.423 -0.493
H16 -0.661 4.542 0.047
H17 -0.114 4.646 -1.665
H18 0.452 6.711 0.555
H19 -0.623 6.917 -0.848
H20 1.135 6.771 -1.094
H21 1.070 -0.661 0.312
N1 -1.639 -2.449 0.351
C9 -2.047 -3.481 -0.425
C10 -1.531 -3.672 -1.717
C11 -0.367 -3.102 -2.253
C12 -3.085 -4.417 0.111
H22 -3.957 -3.886 0.527
H23 -2.701 -5.101 0.883
H24 -3.448 -5.039 -0.719
C13 0.060 -3.490 -3.633
H25 0.788 -4.318 -3.625
H26 0.506 -2.659 -4.198
H27 -0.809 -3.843 -4.209
N2 0.479 -2.285 -1.545
C14 -1.910 -2.345 1.761
C15 -2.928 -1.493 2.225
C16 -3.721 -0.668 1.262
C17 -3.164 -1.396 3.598
H28 -3.951 -0.723 3.949
C18 -2.419 -2.159 4.498
H29 -2.597 -2.075 5.565
C19 -1.415 -3.013 4.029
H30 -0.830 -3.624 4.715
C20 -1.150 -3.107 2.665
C21 -0.046 -3.997 2.176
C22 1.898 -2.337 -1.725
C23 2.577 -1.245 -2.308
C24 1.839 -0.052 -2.814
C25 3.962 -1.297 -2.453
H31 4.471 -0.431 -2.877
C26 4.666 -2.433 -2.074
H32 5.746 -2.471 -2.179
C27 3.995 -3.535 -1.560
H33 4.516 -4.453 -1.284
C28 2.613 -3.504 -1.381
C29 1.916 -4.712 -0.838
Fe1 -0.587 -1.252 -0.509
H34 -3.160 0.232 0.953
H35 -4.651 -0.326 1.736
H36 -3.993 -1.230 0.356
H37 -0.388 -4.671 1.378
H38 0.316 -4.620 3.005
H39 0.807 -3.406 1.805
H40 2.530 0.625 -3.340
H41 1.397 0.527 -1.986
H42 1.030 -0.319 -3.512
H43 1.307 -4.490 0.051
H44 2.685 -5.440 -0.542
H45 1.269 -5.209 -1.579
H46 -2.048 -4.409 -2.334
C30 -0.360 0.666 -0.214
Si1 -1.624 1.128 -1.549
H47 -0.780 0.843 0.788
H48 0.557 1.265 -0.337
C31 -2.847 2.395 -0.859
C32 -2.753 -0.165 -2.366
C33 -0.835 2.008 -3.025
H49 0.004 2.659 -2.756
H50 -1.610 2.637 -3.495
H51 -0.491 1.294 -3.784
H52 -3.403 2.023 0.007
H53 -3.579 2.619 -1.650
H54 -2.367 3.339 -0.577
H55 -3.335 -0.793 -1.676
H56 -2.228 -0.825 -3.067
H57 -3.472 0.430 -2.945
F1 1.779 -0.876 0.981

The HOMO energy (spin up / spin down) is -0.2766 / -0.2931 Ha. For the lowest unoccupied orbital energy (spin up / spin down), the calculation gives 0.0047 / -0.1653 eV. As for the orbital gap (spin up / spin down): 7.53 / 7.81 eV. As for the expectation value of S²: 6.02. Its total charge is 0. Its multiplicity is 5.

Löwdin population analysis, charges in e, atoms 1 to 4:
1 O -0.1988
2 O -0.2065
3 C -0.2645
4 C -0.0815


| no. | E (hartree) | strongest force on any atom (hartree/bohr) |
| --- | --- | --- |
| 1 | -3536.6984 | 0.0502 |
| 2 | -3204.6414 | 0.0664 |